#i
This record from OMol25 describes 2 unconnected molecules or ions with the total composition C9H16N2O2. The level of theory is ωB97M-V/def2-TZVPD.

Geometry as ORCA input:
```
! wB97M-V def2-TZVPD RIJCOSX def2/J DEFGRID3
* xyz 0 1
N -3.25516 3.04476 1.28663
H 0.95587 -0.20329 0.89813
N -1.54047 1.52946 0.70126
C 2.04776 -2.15933 -1.95814
H 2.91108 -3.29733 0.25383
H 1.81074 -2.85151 1.48400
C 1.04786 -0.49597 -0.19584
H 0.13297 0.07802 -0.72446
H 1.42522 -1.54192 -2.76083
O -2.58024 5.21417 1.80542
C 2.48717 -2.46067 0.54899
H 3.16866 -1.85477 -2.06247
H 1.71644 -3.27169 -2.31874
H -0.39487 -2.86973 0.22103
C 0.24770 -2.90674 -0.57431
H 3.18232 -1.48766 1.05019
H -0.44264 -2.62417 -1.26513
H -0.52119 4.69067 -0.05435
H -1.29490 0.58633 0.30535
O -3.68962 0.76234 1.24226
C -2.40412 4.14688 1.15619
H -4.18676 3.12882 1.76049
C -0.78036 2.58998 0.24728
H 0.08896 2.25997 -0.27730
H 0.50276 -3.84167 -0.94577
C 1.40312 -1.86473 -0.50118
C -1.20565 3.87267 0.27217
C -2.90335 1.70761 1.10643
H 2.07071 0.11949 -0.70112
*
```

Properties
HOMO-LUMO gap ... 9.95 eV
HOMO energy ... -0.3509 Ha
Structure (SMILES) ... O=c1cc[nH]c(=O)[nH]1.CC(C)(C)C

***

#ii
This record from OMol25 describes 2 unconnected molecules or ions with the total composition C9H16N2O2. The level of theory is ωB97M-V/def2-TZVPD.

Geometry as ORCA input:
```
! wB97M-V def2-TZVPD RIJCOSX def2/J DEFGRID3
* xyz 0 1
H -0.80394 0.28546 -0.19962
H -2.10172 -3.05928 0.83996
N 0.17433 -0.47602 0.62990
C 0.64804 0.58737 1.32850
C 1.89494 1.08631 1.06905
O 3.70722 0.93175 -0.34056
C -2.10282 2.71881 -0.84293
C -2.58324 1.48810 -0.09103
C 2.59931 0.56281 -0.02566
C -2.39995 -0.96676 0.51554
H -1.77541 -2.61595 -0.84640
H -0.99200 2.73716 -0.90209
H -2.33323 -0.66465 1.60193
C 0.93344 -1.13247 -0.37734
H -3.49156 -0.90001 0.41325
H -0.66804 -2.31464 0.47709
C -1.90793 0.17434 -0.36940
C -1.71728 -2.32751 0.20233
H -2.07923 -0.13114 -1.38032
H -2.51039 3.67107 -0.38623
H -2.54889 1.59102 1.00480
H -2.49129 2.65973 -1.91414
O 0.49248 -2.21088 -0.79767
N 1.99365 -0.43031 -0.81019
H 2.58332 -1.02945 -1.43802
H 2.38164 1.92710 1.63529
H -0.52512 -0.98962 1.15524
H 0.05979 0.84802 2.17057
H -3.66437 1.41658 -0.31775
*
```

Properties
HOMO-LUMO gap ... 9.11 eV
HOMO energy ... -0.3260 Ha
Structure (SMILES) ... O=c1cc[nH]c(=O)[nH]1.CCCCC

***

#iii
This record from OMol25 describes 2 unconnected molecules or ions with the total composition C9H16N2O2. The level of theory is ωB97M-V/def2-TZVPD.

Geometry as ORCA input:
```
! wB97M-V def2-TZVPD RIJCOSX def2/J DEFGRID3
* xyz 0 1
H 1.01313 -2.44701 -2.44725
H 0.62036 1.25706 -0.38591
C 1.24107 -1.83034 -1.65905
H -1.16936 -0.87216 -1.19591
C 0.86682 -0.34843 -1.73166
N -0.54969 1.61170 2.74225
H 0.23275 2.29021 2.74192
C -0.87401 -0.65096 3.12164
C -0.67849 -0.29311 -1.96050
H 1.58777 0.10036 -3.92156
H -0.78415 -0.83613 -2.89025
C -1.48111 1.70333 1.77576
O -1.54038 2.57655 0.94212
H 0.76154 -1.94684 -0.60170
H -0.51987 -1.42736 3.72913
C 1.08006 0.23331 -0.36237
C 1.54413 0.54580 -2.92436
H -0.90595 0.67600 -2.07704
H 1.06994 1.58667 -2.99143
N -2.34380 0.48314 1.79778
H 2.43695 -1.82073 -1.66094
H -2.86756 0.67980 0.95170
H 0.84547 -0.50248 0.40257
C -0.48866 0.52602 3.55761
C -1.84891 -0.85367 2.15071
O -2.33550 -1.96553 1.76559
H 2.20088 0.13409 -0.35558
H 2.57177 0.73818 -2.90122
H 0.31481 0.65256 4.38795
*
```

Properties
HOMO-LUMO gap ... 9.63 eV
HOMO energy ... -0.3606 Ha
Structure (SMILES) ... O=c1cc[nH]c(=O)[nH]1.CC(C)(C)C

***

#iv
This record from OMol25 describes a single C9H16N2O2 molecule. The level of theory is ωB97M-V/def2-TZVPD.

Geometry as ORCA input:
```
! wB97M-V def2-TZVPD RIJCOSX def2/J DEFGRID3
* xyz 0 1
H -3.45228 0.66804 1.63234
H -0.32959 0.18090 2.07861
H 2.48265 -0.22687 0.17686
H 1.28620 2.97725 0.17166
H -1.46706 -0.48230 -1.88270
N -1.80060 1.01807 0.61228
C -0.71967 0.58781 -0.17967
O -3.73883 -1.82373 0.22977
C -2.75067 -1.21773 0.63354
C 1.54121 2.02901 -0.15802
C -1.22531 -2.88608 -0.17136
C 1.50036 -0.40144 -0.09075
H -1.65127 1.22147 -2.03489
H -0.17835 -3.07508 -0.09436
H -1.65667 -3.91556 0.22822
H 1.44269 0.34062 2.38016
H -0.12549 0.53119 -2.42507
H -1.65277 -2.83544 -1.26853
H 1.36092 -0.28211 -1.19689
H 1.04927 -1.37544 0.34825
C -0.98809 0.46724 -1.64719
H 2.52045 1.80749 0.30768
H 0.40548 1.83830 2.25033
C 0.66525 0.80867 0.35107
O -2.00434 2.24524 0.66940
C -2.72069 0.20019 1.05782
N -1.48583 -1.69487 0.54832
C 0.52003 0.79859 1.91691
H 1.68628 2.11527 -1.28014
*
```

Properties
HOMO-LUMO gap (spin up / spin down) ... 6.87 / 7.11 eV
HOMO energy (spin up / spin down) ... -0.3206 / -0.3239 Ha

***

Order of stability, best first: #iii, #ii, #i, #iv

***

#i
This record from OMol25 describes a single C4H7Cl molecule. The level of theory is ωB97M-V/def2-TZVPD.

Geometry as ORCA input:
```
! wB97M-V def2-TZVPD RIJCOSX def2/J DEFGRID3
* xyz 0 1
H -2.18159 -0.52728 -0.78933
H -0.01452 -1.90176 0.60652
C -0.30770 0.70005 -0.03156
H 1.58022 1.76666 0.73901
H 1.46950 1.44508 -0.88688
C -0.90111 -0.48473 -0.84011
H -0.76720 1.53252 0.61776
Cl 2.22276 -0.61757 -0.09149
C -0.56356 -0.74689 0.68557
H -1.49875 -1.02136 1.35749
H -0.35600 -1.03836 -1.35831
C 1.31795 0.89363 -0.00868
*
```

Properties
HOMO-LUMO gap ... 10.28 eV
HOMO energy ... -0.3422 Ha
Structure (SMILES) ... ClCC1CC1

***

#ii
This record from OMol25 describes a single C4H7Cl molecule. The level of theory is ωB97M-V/def2-TZVPD.

Geometry as ORCA input:
```
! wB97M-V def2-TZVPD RIJCOSX def2/J DEFGRID3
* xyz 0 1
C -0.43281 1.55069 -1.12534
H -1.43639 1.70364 -1.02870
C 0.33733 -1.55168 0.49450
H 0.26893 -2.08924 1.39637
H -0.18959 2.31830 -1.92354
Cl -1.74939 -0.12515 1.10615
C 0.32363 0.74324 -0.42639
C 0.03708 -0.13674 0.86620
H 1.41544 0.86032 -0.89909
H -0.37050 -2.07551 -0.12481
H 0.41197 0.42984 1.64182
H 1.38430 -1.62771 0.02283
*
```

Properties
HOMO-LUMO gap ... 11.14 eV
HOMO energy ... -0.3726 Ha
Structure (SMILES) ... C=C[C@H](C)Cl

***

#iii
This record from OMol25 describes a single C4H7Cl molecule. The level of theory is ωB97M-V/def2-TZVPD.

Geometry as ORCA input:
```
! wB97M-V def2-TZVPD RIJCOSX def2/J DEFGRID3
* xyz 0 1
H 2.54663 0.35851 -0.27159
C -0.97227 0.07338 0.42163
Cl 0.69208 -1.78527 0.08048
H 1.38550 1.69061 -0.04268
C -1.75891 -0.67897 -0.31278
H -1.46772 -1.65950 -0.78999
H 0.82719 -0.05470 1.50312
H -2.87280 -0.24697 -0.25835
H -1.19771 1.11627 0.78980
H 0.94518 0.79748 -1.30998
C 1.43262 0.55058 -0.35399
C 0.44023 -0.16140 0.54433
*
```

Properties
HOMO-LUMO gap ... 11.07 eV
HOMO energy ... -0.3712 Ha
Structure (SMILES) ... C=C[C@H](C)Cl

***

Order of stability, best first: #ii, #iii, #i